Record 1
# C7H16N2O

An isolated molecule of C7H16N2O (ωB97M-V/def2-TZVPD, OMol25).

XYZ file:
```
26
Properties=species:S:1:pos:R:3
C 1.96 -0.78 -2.26
C 1.37 0.63 -2.27
C 0.49 0.91 -1.05
C -0.84 0.16 -1.08
C -1.68 0.37 0.20
N -1.68 -0.74 1.14
H -2.08 -1.56 0.69
C -0.37 -1.09 1.67
C 0.17 0.02 2.58
O 1.34 0.32 2.63
N -0.79 0.58 3.33
H -0.56 1.35 3.94
H -1.75 0.34 3.16
H 0.39 -1.31 0.91
H -0.48 -1.99 2.30
H -2.72 0.54 -0.06
H -1.31 1.25 0.73
H -1.42 0.51 -1.95
H -0.67 -0.91 -1.22
H 0.28 1.98 -1.01
H 1.04 0.65 -0.14
H 2.18 1.35 -2.29
H 0.78 0.77 -3.18
H 2.64 -0.90 -3.11
H 2.53 -0.94 -1.35
H 1.19 -1.54 -2.33
```

As for the LUMO energy: 0.0362 Ha. For the calculated total energy, the calculation gives -461.088142 hartree. The structure (SMILES) is CCCCCNCC(N)=O. The value obtained for the HOMO-LUMO gap is 10.2 eV.

Record 2
# C4H6FNO

A cluster of 2 separate species, C4H6FNO in total (ωB97M-V/def2-TZVPD, OMol25).

XYZ file:
```
13
Properties=species:S:1:pos:R:3
C -0.46 0.16 2.46
C 0.34 0.10 -1.94
C 0.38 -0.89 0.11
C -0.29 0.87 1.27
N -0.72 -0.47 3.39
O 1.11 -0.56 -0.95
F -1.41 1.17 0.52
H -0.78 -0.20 -1.77
H 0.60 -0.32 -3.00
H 0.41 1.15 -2.10
H -0.58 -1.16 -0.16
H 0.84 -1.50 0.98
H 0.56 1.65 1.20
```

As for the LUMO energy: 0.0207 Ha. For the calculated total energy, the calculation gives -385.731360 hartree. The value obtained for the HOMO-LUMO gap is 9.4 eV.

Record 3
# C26H32BCl4F4N7O3STeZr

A structure of composition C26H32BCl4F4N7O3STeZr (ωB97M-V/def2-TZVPD, OMol25).

XYZ file:
```
80
Properties=species:S:1:pos:R:3
Zr -0.56 -0.04 0.57
C 1.84 -2.28 1.28
C 0.71 -2.40 2.29
N -0.58 -2.17 1.62
C -1.03 -3.27 0.73
C -0.54 -3.11 -0.71
N -0.47 -1.70 -1.15
C 0.73 -1.43 -1.96
C 1.97 -1.51 -1.08
N 1.62 -1.17 0.32
H 2.79 -2.16 1.81
H 1.92 -3.21 0.71
H 0.74 -3.40 2.75
H 0.81 -1.66 3.07
H -1.31 -2.03 2.32
H -0.69 -4.24 1.12
H -2.11 -3.26 0.74
H 0.46 -3.55 -0.82
H -1.20 -3.68 -1.36
H -1.28 -1.51 -1.74
H 0.81 -2.12 -2.81
H 0.60 -0.43 -2.39
H 2.42 -2.51 -1.11
H 2.72 -0.81 -1.45
H 2.18 -0.37 0.61
Cl 1.39 2.17 6.86
C 0.44 1.66 5.51
C -0.95 1.62 5.60
Cl -1.73 2.06 7.07
C -1.72 1.21 4.50
Cl -3.43 1.12 4.58
C -1.09 0.87 3.32
O -1.71 0.45 2.21
C 0.31 0.90 3.23
O 0.80 0.49 2.06
C 1.07 1.29 4.32
Cl 2.79 1.29 4.15
C -4.62 1.85 -2.81
N -3.67 0.98 -3.49
C -2.43 1.34 -3.85
N -2.12 2.64 -3.68
S -1.32 0.24 -4.50
H -5.56 1.31 -2.71
H -4.80 2.76 -3.39
H -4.26 2.11 -1.81
H -3.91 0.02 -3.62
H -2.65 3.22 -3.05
H -1.15 2.88 -3.77
N 2.89 4.39 2.18
C 3.47 4.53 0.96
O 4.34 5.33 0.73
C 2.95 3.61 -0.11
C 3.03 4.02 -1.43
C 2.53 3.18 -2.41
C 1.98 1.97 -2.04
N 1.93 1.54 -0.77
C 2.42 2.36 0.17
H 3.20 4.99 2.92
H 2.07 3.82 2.33
H 3.46 4.98 -1.66
H 2.55 3.46 -3.46
H 1.56 1.31 -2.79
H 2.36 1.99 1.19
F -0.89 1.31 -1.14
B -1.12 2.71 -0.53
F -0.42 2.55 0.68
F -2.46 2.84 -0.36
F -0.55 3.62 -1.37
Te -3.47 -0.79 0.24
C -3.74 -2.31 -1.23
C -3.26 -2.26 -2.53
C -3.45 -3.31 -3.42
C -4.16 -4.44 -3.03
C -4.66 -4.50 -1.74
C -4.45 -3.46 -0.85
H -2.70 -1.40 -2.89
H -3.05 -3.23 -4.43
H -4.32 -5.26 -3.72
H -5.22 -5.37 -1.42
H -4.84 -3.53 0.16
```

As for the LUMO energy: 0.0000 Ha. For the calculated total energy, the calculation gives -4597.820438 hartree. The value obtained for the HOMO-LUMO gap is 7.5 eV.